Record 1
Computed, not measured: a structure of composition C24H26InN6O4, with ωB97M-V/def2-TZVPD.

```
61
Properties=species:S:1:pos:R:3:forces:R:3
In 0.02269 0.04134 -0.04344 -0.13 -0.04 -0.10
O -0.85742 -1.64290 3.62022 -0.03 -0.03 0.04
C -0.29542 -1.36090 2.59196 0.06 0.01 0.00
N -0.77960 -1.42298 1.30576 0.05 0.03 0.06
C -1.76939 -2.28729 0.92524 0.06 -0.08 -0.03
O -2.41485 -3.03731 1.61409 -0.05 0.00 0.01
C -1.94377 -2.31467 -0.58714 0.00 0.05 0.06
C -2.80809 -3.23091 -1.15734 0.01 0.01 -0.02
C -2.90498 -3.27650 -2.53813 -0.01 -0.02 0.00
C -2.13896 -2.40731 -3.30099 0.01 0.01 0.00
C -1.31072 -1.51098 -2.65362 0.02 0.01 -0.02
N -1.21574 -1.46602 -1.32296 -0.03 0.04 0.04
C 1.15187 -0.87767 2.63944 -0.04 0.02 -0.07
C 1.89277 -1.02828 3.79601 0.00 0.00 0.02
C 3.22477 -0.63951 3.78162 0.00 0.00 0.02
C 3.76786 -0.11307 2.62001 -0.01 0.00 -0.03
C 2.95477 0.02249 1.50709 0.02 -0.01 0.01
N 1.67579 -0.34991 1.52592 -0.02 -0.04 0.03
H -3.36906 -3.88599 -0.50721 -0.01 -0.01 0.00
H -3.56497 -3.98771 -3.01611 0.00 0.00 -0.01
H -2.17595 -2.42124 -4.38052 0.00 0.00 -0.01
H -0.69430 -0.81578 -3.20990 0.00 0.01 0.01
H 1.41979 -1.46066 4.66627 0.00 0.00 0.00
H 3.83680 -0.75876 4.66568 0.00 0.00 0.01
H 4.80584 0.18241 2.56650 0.01 0.00 0.00
H 3.31890 0.42349 0.56925 0.01 -0.01 -0.01
O 2.38830 1.35004 -3.17508 0.03 0.01 -0.05
C 1.51603 1.11074 -2.37738 0.01 0.05 0.08
O 1.62124 0.32019 -1.34742 0.01 -0.05 -0.02
C 0.16526 1.80056 -2.53592 -0.02 -0.06 -0.02
C -0.06262 2.67720 -3.58293 -0.01 -0.02 0.01
C -1.30375 3.28363 -3.67578 0.00 0.02 -0.02
C -2.27316 2.99793 -2.72315 0.01 -0.01 0.01
C -1.96500 2.11328 -1.70842 -0.03 -0.02 0.02
N -0.76932 1.52714 -1.62256 0.05 -0.01 -0.05
H 0.73441 2.85770 -4.28910 0.01 0.01 -0.01
H -1.51637 3.97383 -4.48101 0.00 0.00 -0.01
H -3.25242 3.45217 -2.76263 -0.01 0.01 0.00
H -2.68513 1.86552 -0.93820 0.00 0.00 0.00
C 1.71160 4.86533 3.41820 -0.01 0.02 0.00
C 1.82480 3.35513 3.30519 -0.01 -0.09 0.01
N 1.01365 2.79518 2.21598 0.07 0.01 0.06
C 1.50427 3.02682 0.85471 0.05 -0.02 0.01
C 0.64504 3.99856 0.06272 -0.02 0.06 -0.01
C -0.13711 2.16056 2.43404 0.01 0.03 -0.05
C -0.71865 2.15168 3.82074 -0.05 -0.03 -0.03
N -0.75714 1.53281 1.45965 -0.07 -0.05 0.03
H 2.33948 5.22614 4.23195 0.00 0.00 0.01
H 0.68369 5.17062 3.61755 -0.01 -0.01 0.00
H 2.03985 5.35829 2.50333 0.01 0.00 -0.02
H 1.54284 2.87016 4.23705 0.02 0.03 -0.03
H 2.85865 3.06130 3.11178 0.00 0.02 -0.01
H 1.61032 2.07788 0.32331 -0.02 0.08 0.03
H 2.51876 3.41355 0.95691 -0.02 0.01 -0.03
H -0.37758 3.63524 -0.03084 0.05 0.04 0.02
H 1.06279 4.11995 -0.93721 -0.01 0.02 -0.01
H 0.62022 4.97667 0.54119 0.01 0.01 0.01
H -0.61176 3.10854 4.32580 -0.01 0.01 -0.01
H -0.22736 1.38147 4.41904 0.02 0.00 0.02
H -1.77487 1.89635 3.77082 0.00 0.00 0.01
H -1.62588 1.15057 1.81678 0.00 -0.01 -0.02
```
Positions in Å, forces in eV/Å.

Molar mass, g/mol: 577.328
Spin multiplicity: 1
F_max, hartree/bohr: 0.0032
Charge: +1
HOMO energy, Ha: -0.4501

Here are the natural (NBO) charges for atoms 1 to 5, given in e: number 1, In, carries 1.8707; number 2, O, carries -0.5230; number 3, C, carries 0.6588; number 4, N, carries -0.8553; number 5, C, carries 0.6414

Record 2
Computed, not measured: a cluster of 2 separate species, C24H26N2O4 in total at a distorted geometry, with ωB97M-V/def2-TZVPD.

```
56
Properties=species:S:1:pos:R:3:forces:R:3
C 2.88132 -1.67556 7.36567 -0.30 -0.12 -0.45
N 3.49192 -1.88397 6.05312 1.25 0.35 0.53
C 2.81784 -2.27866 4.96338 -1.65 -0.48 -0.71
O 1.61331 -2.48072 5.01438 0.39 -0.03 -0.10
C 3.66432 -2.47136 3.68262 0.36 -0.26 -0.30
C 4.22831 -1.15387 3.11140 -0.14 0.51 -0.26
C 3.29651 -0.32982 2.24579 -0.14 0.04 -0.08
C 2.39844 0.58707 2.82775 -0.15 -0.06 -1.56
C 1.50729 1.31048 2.01019 0.56 -0.46 -0.33
C 1.52634 1.13202 0.61092 0.81 -0.94 0.20
O 0.65805 1.82126 -0.17331 -0.36 0.54 0.57
C 2.44038 0.22919 0.02827 0.12 -0.03 1.28
C 3.32140 -0.49966 0.84739 -0.96 0.79 0.40
N 3.17337 -3.36235 2.60800 0.97 0.80 2.04
C 2.02885 -3.44625 1.92195 -1.72 0.01 -1.30
C 0.79601 -2.62352 2.22938 0.46 0.16 0.20
O 1.98094 -4.23169 0.98662 0.12 -0.35 -0.17
H 2.16247 -0.85547 7.31342 0.01 -0.07 0.09
H 3.64606 -1.43932 8.10675 0.01 -0.04 -0.24
H 2.35118 -2.57999 7.67247 0.02 0.12 -0.01
H 4.48417 -1.73450 5.96721 -0.07 -0.02 0.08
H 4.54543 -2.99043 4.05907 0.12 -0.17 0.00
H 4.58727 -0.52862 3.92942 0.04 0.00 0.14
H 5.10510 -1.40387 2.51181 0.01 -0.09 0.02
H 2.37065 0.71598 3.90076 0.00 0.03 0.07
H 0.79764 1.99872 2.44366 -0.06 0.07 0.00
H 0.58587 1.43906 -1.04832 0.14 -0.19 -0.17
H 2.45417 0.08644 -1.04110 -0.01 0.01 -0.17
H 4.00133 -1.21187 0.40006 0.05 -0.01 0.00
H 3.84966 -4.02100 2.25923 0.09 -0.06 0.02
H 1.05646 -1.66756 2.66349 -0.14 0.10 0.21
H 0.24556 -2.45703 1.30650 0.12 -0.18 -0.06
H 0.17530 -3.17636 2.93154 0.01 0.06 0.04
O -2.80395 0.85275 -7.58365 -0.90 -1.13 1.10
C -3.42382 0.09327 -6.84935 1.66 1.43 -0.80
C -2.94434 -0.24165 -5.43816 -0.57 0.16 0.07
C -2.78588 1.00630 -4.59305 1.89 0.12 0.15
C -1.48587 1.43593 -4.28338 -1.27 -0.60 -0.46
C -1.27022 2.58706 -3.52537 -0.86 0.99 0.63
C -2.35608 3.33125 -3.06724 1.72 -0.52 -0.30
C -3.66425 2.93188 -3.36464 0.04 0.10 0.08
C -4.74512 3.70046 -2.90982 -1.80 -0.14 -0.16
C -6.05665 3.32183 -3.20157 1.12 0.73 0.52
C -6.29681 2.16563 -3.94313 0.85 -0.98 -0.57
C -5.22715 1.38871 -4.39632 -1.31 0.64 0.31
C -3.89346 1.75838 -4.12650 -0.09 -0.25 -0.16
H -4.34073 -0.35709 -7.21553 -0.52 -0.34 -0.07
H -1.99351 -0.77555 -5.51520 -0.03 0.16 -0.05
H -3.65506 -0.92218 -4.96276 -0.01 -0.05 -0.08
H -0.62829 0.87791 -4.64681 -0.16 -0.04 -0.03
H -0.25838 2.91266 -3.30313 -0.10 -0.01 -0.02
H -2.17652 4.22763 -2.48132 -0.12 -0.08 -0.05
H -4.56880 4.60046 -2.32850 0.09 -0.12 -0.07
H -6.88814 3.92394 -2.84755 0.12 -0.06 -0.04
H -7.31749 1.86833 -4.16533 0.16 -0.01 0.00
H -5.46247 0.49531 -4.96116 0.15 -0.01 -0.02
```
Positions in Å, forces in eV/Å.

Molar mass, g/mol: 406.482
Spin multiplicity: 1
SMILES: CNC(=O)[C@H](Cc1ccc(O)cc1)NC(C)=O.O=CCc1cccc2ccccc12
F_max, hartree/bohr: 0.0466
Charge: 0
HOMO energy, Ha: -0.2999

Here are the natural (NBO) charges for atoms 1 to 5, given in e: number 1, C, carries -0.4109; number 2, N, carries -0.6118; number 3, C, carries 0.6600; number 4, O, carries -0.6188; number 5, C, carries -0.1142

Record 3
Computed, not measured: a structure of composition C24H26N3O8S2Ti at a distorted geometry, with ωB97M-V/def2-TZVPD.

```
64
Properties=species:S:1:pos:R:3:forces:R:3
Ti -0.55003 -0.17719 0.35334 2.77 -0.71 1.30
O -3.84563 1.65171 -0.11376 0.44 -0.74 0.39
C -2.97823 0.88891 0.27334 -0.98 1.26 -0.57
O -1.69103 1.15881 0.27574 -2.86 2.32 -0.27
C -3.21713 -0.46949 0.80604 0.69 -1.11 0.72
C -4.46843 -1.09239 0.80114 -0.18 -0.13 0.09
C -4.57263 -2.40379 1.18034 0.53 0.22 0.00
C -3.40723 -3.08459 1.62004 0.08 0.45 -0.11
C -3.42533 -4.44359 1.97444 0.24 -0.45 0.10
C -2.28753 -5.08059 2.40844 -0.64 0.02 -0.13
C -1.10553 -4.35659 2.55694 0.23 0.67 -0.06
C -1.05043 -3.02639 2.21134 0.33 -0.45 0.21
C -2.17603 -2.37129 1.68364 -0.53 -0.37 0.28
N -2.07553 -1.08139 1.23224 -3.06 -0.39 0.33
H -5.32073 -0.52019 0.46914 -0.02 0.07 -0.07
H -5.51563 -2.93129 1.14384 -0.05 0.00 -0.01
H -4.35053 -4.99129 1.86804 -0.10 -0.03 0.04
H -2.30193 -6.13469 2.64364 -0.08 -0.06 0.03
H -0.21903 -4.84069 2.93984 0.06 -0.03 0.02
H -0.12923 -2.47719 2.32834 -0.14 -0.12 -0.03
N 0.52217 -0.42429 2.06244 1.24 -0.28 0.88
C 1.67547 -0.26929 2.04864 -0.74 -0.60 0.84
N 2.95147 -0.22289 2.14474 0.40 0.15 -0.09
C 3.60517 0.46081 3.24854 0.14 0.53 0.45
C 4.36137 1.68061 2.73544 0.10 -0.21 0.10
C 5.34857 1.25551 1.65494 -0.22 0.06 -0.16
C 4.58867 0.59071 0.50934 0.03 -0.15 0.13
C 3.79017 -0.60969 1.01694 0.40 -0.20 -0.67
H 4.29937 -0.24869 3.71584 -0.10 0.04 -0.02
H 2.84747 0.74441 3.98124 0.05 -0.10 -0.04
H 4.87737 2.15541 3.56934 -0.02 0.05 0.07
H 3.64437 2.38931 2.31994 -0.04 0.09 0.01
H 6.08147 0.56031 2.07654 0.08 0.03 0.02
H 5.88157 2.12631 1.27744 0.12 0.01 0.02
H 5.28137 0.25071 -0.26196 -0.02 -0.05 -0.04
H 3.89877 1.30591 0.05424 0.19 -0.13 0.05
H 4.46357 -1.40409 1.36684 -0.10 0.05 -0.07
H 3.14097 -1.00479 0.22844 0.13 -0.01 0.18
C -2.57453 4.34361 -4.58636 -0.08 0.00 0.04
C -1.75483 3.61891 -3.56516 0.12 -0.06 0.02
C -1.15053 2.40021 -3.84776 0.05 0.09 0.14
C -0.32073 1.79331 -2.91676 0.08 -0.11 -0.01
C -0.11973 2.39801 -1.68986 0.33 -0.09 0.02
C -0.74063 3.59351 -1.37536 0.02 0.05 0.13
C -1.55463 4.19691 -2.31506 0.16 -0.14 0.09
S 1.05647 1.69761 -0.55566 2.02 1.54 -0.30
O 2.35037 2.27561 -0.84376 -0.58 -0.02 -0.29
O 1.03547 0.21731 -0.80296 0.75 0.80 -0.76
O 0.63257 1.88641 0.83124 -0.23 0.39 -0.53
H -2.61303 3.79661 -5.52326 -0.02 -0.02 -0.12
H -2.14413 5.32771 -4.76986 -0.02 0.04 -0.09
H -3.59153 4.49241 -4.22886 -0.11 0.01 -0.01
H -1.32143 1.92711 -4.80406 0.02 -0.03 -0.10
H 0.17367 0.85731 -3.13796 -0.05 -0.02 -0.02
H -0.58003 4.01881 -0.39476 -0.08 0.11 0.02
H -2.04293 5.13151 -2.08846 -0.05 0.15 0.10
C 0.39287 -2.29629 -2.72996 -0.50 0.24 0.75
S -0.69333 -2.14199 -1.29746 0.04 -1.63 -1.79
O -1.61253 -3.23979 -1.29816 0.07 -0.01 -0.14
O -1.34033 -0.81089 -1.39146 -0.51 -0.39 -0.92
O 0.17877 -2.07529 -0.10516 0.14 -0.58 -0.03
H -0.16963 -1.99289 -3.60676 -0.09 0.00 -0.05
H 0.69827 -3.33209 -2.80756 0.04 -0.13 0.04
H 1.23467 -1.63649 -2.55376 0.10 0.09 -0.06
```
Positions in Å, forces in eV/Å.

Molar mass, g/mol: 596.486
Spin multiplicity: 2
F_max, hartree/bohr: 0.0718
Charge: 0
HOMO energy (alpha / beta), Ha: -0.2453 / -0.3281

Here are the natural (NBO) charges for atoms 1 to 5, given in e: number 1, Ti, carries 1.2418; number 2, O, carries -0.5743; number 3, C, carries 0.7489; number 4, O, carries -0.6594; number 5, C, carries 0.1171